{
  "formula": "C4H13NO2",
  "method": "ωB97M-V/def2-TZVPD",
  "largest_force_ha_per_bohr": 0.045,
  "e_tot_ha": -365.38296,
  "de_lowest_kj_mol": 156.3,
  "homo_ev": -8.43,
  "smiles": "CNCCCO.O",
  "species": ["C", "N", "C", "C", "C", "O", "H", "H", "H", "H", "H", "H", "H", "H", "H", "H", "H", "H", "H", "O"],
  "coordinates": [[-1.704, 1.651, -0.185], [-0.682, 0.937, -0.955], [0.699, 1.087, -0.476], [1.588, -0.113, -0.901], [1.332, -1.316, 0.051], [0.050, -1.873, -0.303], [-1.270, 2.364, 0.532], [-2.062, 0.991, 0.580], [-2.501, 2.045, -0.776], [-0.913, -0.035, -1.150], [0.764, 1.165, 0.630], [0.981, 2.020, -0.976], [2.589, 0.296, -0.836], [1.151, -0.515, -1.833], [2.047, -2.125, -0.103], [1.379, -0.842, 1.031], [-0.126, -2.667, 0.215], [-1.544, -0.388, 2.025], [-0.724, -1.474, 1.277], [-1.056, -1.207, 2.153]],
  "atomic_forces_ev_per_a": [[1.56, -0.92, 1.07], [-0.09, 0.00, -0.16], [-0.80, -0.35, -0.54], [-2.21, -0.27, 0.62], [0.61, 0.85, -0.91], [-0.10, 0.32, 0.39], [0.20, 0.60, -1.04], [-1.17, -0.82, 0.28], [-0.42, 0.40, -0.30], [-0.11, 0.46, 0.45], [-0.03, 0.26, -0.34], [0.83, -0.07, 0.56], [0.41, -0.74, -0.60], [1.18, 0.71, -0.41], [0.40, 0.28, 0.30], [-0.26, -0.85, 0.54], [0.34, -0.27, -0.25], [0.06, -0.11, -0.12], [-0.46, 0.71, 0.28], [0.08, -0.20, 0.17]]
}

{
  "formula": "C4H13NO2",
  "method": "ωB97M-V/def2-TZVPD",
  "largest_force_ha_per_bohr": 0.030,
  "e_tot_ha": -365.38597,
  "de_lowest_kj_mol": 148.4,
  "homo_ev": -9.49,
  "smiles": "C=NCCC.O.O",
  "species": ["C", "C", "C", "C", "N", "H", "H", "H", "H", "H", "H", "H", "H", "H", "H", "H", "O", "H", "H", "O"],
  "coordinates": [[2.424, -1.316, -0.915], [1.355, -0.686, -0.045], [0.025, -0.442, -0.818], [-1.134, 1.634, -0.799], [-0.676, 0.648, -0.176], [3.203, -1.775, -0.295], [2.044, -2.121, -1.554], [2.967, -0.669, -1.600], [1.701, 0.251, 0.383], [1.084, -1.408, 0.725], [-0.620, -1.278, -0.651], [0.243, -0.313, -1.884], [-1.245, 1.783, -1.881], [-1.749, 2.304, -0.192], [-4.229, -0.778, -1.199], [-3.280, -0.183, -2.077], [-3.270, -0.627, -1.214], [1.415, 0.175, 3.212], [1.045, 1.644, 3.307], [1.460, 0.939, 3.795]],
  "atomic_forces_ev_per_a": [[0.69, -0.79, -0.14], [-0.73, -0.38, -0.79], [0.87, 0.85, 0.52], [-1.48, -0.01, 0.37], [0.62, 0.05, -0.02], [-0.10, 0.04, 0.00], [-0.21, 0.01, 0.22], [-0.24, 0.54, 0.04], [-0.01, -0.01, 0.18], [0.30, 0.27, 0.42], [-0.34, -0.78, -0.31], [-0.25, 0.19, -0.13], [0.66, -0.24, -0.09], [0.36, 0.34, -0.17], [0.20, -0.38, 0.75], [0.83, 0.03, 0.15], [-1.13, 0.27, -0.95], [-0.05, 0.04, -0.02], [-0.25, 0.32, -0.28], [0.26, -0.37, 0.25]]
}

{
  "formula": "C4H13NO2",
  "method": "ωB97M-V/def2-TZVPD",
  "largest_force_ha_per_bohr": 0.030,
  "e_tot_ha": -365.38573,
  "de_lowest_kj_mol": 149.0,
  "homo_ev": -8.17,
  "smiles": "CN(C)CCO.O",
  "species": ["C", "N", "C", "C", "C", "O", "H", "H", "H", "H", "H", "H", "H", "H", "H", "H", "H", "H", "H", "O"],
  "coordinates": [[-1.539, 1.008, -0.499], [-0.368, 0.187, -0.539], [0.773, 0.711, 0.193], [-0.094, -0.544, -1.765], [0.374, -1.968, -1.422], [0.189, -2.813, -2.560], [-1.558, 1.348, 0.545], [-1.554, 1.882, -1.186], [-2.436, 0.475, -0.848], [1.195, 1.599, -0.293], [1.543, -0.027, 0.432], [0.423, 1.029, 1.175], [0.580, -0.016, -2.456], [-1.029, -0.638, -2.323], [-0.258, -2.269, -0.591], [1.428, -1.845, -1.186], [-0.128, -3.665, -2.225], [0.618, 1.558, 5.855], [1.138, 1.733, 4.503], [0.704, 2.256, 5.190]],
  "atomic_forces_ev_per_a": [[-0.02, 0.53, -0.30], [0.58, -0.92, -0.07], [-0.58, 0.24, 0.06], [-0.70, 0.05, 0.05], [-0.29, 1.20, -0.95], [-0.02, -0.40, 0.48], [-0.87, 0.14, -0.39], [0.52, 0.12, 0.31], [0.22, -0.26, 0.72], [0.37, -0.04, -0.05], [-0.06, -0.07, -0.56], [-0.11, 0.17, 0.08], [0.27, -0.09, 0.15], [-0.08, -0.04, 0.12], [0.33, -0.23, 0.23], [0.22, -0.74, 0.43], [0.22, 0.34, -0.31], [-0.24, 0.44, 0.27], [0.01, 0.46, -0.31], [0.23, -0.90, 0.03]]
}

{
  "formula": "C4H13NO2",
  "method": "ωB97M-V/def2-TZVPD",
  "largest_force_ha_per_bohr": 0.085,
  "charge": 1,
  "e_tot_ha": -365.02268,
  "de_lowest_kj_mol": 326.4,
  "homo_ev": [-15.16, -14.92],
  "multiplicity": 2,
  "species": ["C", "N", "C", "C", "C", "O", "H", "H", "H", "H", "H", "H", "H", "H", "H", "H", "H", "H", "H", "O"],
  "coordinates": [[0.325, 1.235, -1.192], [-0.114, 1.303, 0.217], [2.028, 0.297, 1.068], [0.495, 0.434, 1.195], [0.106, -1.096, 0.839], [-1.208, -1.370, 1.158], [-0.603, 1.393, -1.687], [0.625, 0.211, -1.415], [1.130, 1.838, -1.332], [-0.095, 2.366, 0.578], [2.443, -0.491, 1.656], [2.496, 1.192, 1.475], [2.423, -0.027, 0.095], [-0.104, 0.701, 2.106], [0.437, -1.367, -0.262], [0.534, -1.830, 1.534], [-1.718, -0.524, 0.874], [-1.452, 0.183, -2.829], [-0.636, -1.016, -2.243], [-1.592, -0.752, -2.599]],
  "atomic_forces_ev_per_a": [[-2.59, -3.01, 1.86], [3.24, 2.78, 0.90], [0.97, 0.89, 0.46], [-2.13, -1.60, -0.84], [0.04, -1.54, -0.33], [-1.98, 3.38, -1.35], [-0.18, 0.97, -1.12], [0.11, 0.26, 0.11], [2.04, 2.33, -0.77], [-1.01, -2.91, -0.93], [-0.43, -0.66, 1.01], [0.15, 0.23, -0.54], [-0.65, 0.84, -0.15], [1.75, -0.39, -0.03], [-0.70, 0.69, 1.97], [1.27, 0.65, -0.45], [0.40, -2.57, 0.52], [-0.36, -0.61, -0.29], [-3.30, 0.50, -1.41], [3.35, -0.23, 1.38]]
}

{
  "formula": "C4H13NO3",
  "method": "ωB97M-V/def2-TZVPD",
  "largest_force_ha_per_bohr": 0.078,
  "e_tot_ha": -440.44584,
  "de_lowest_kj_mol": 707.2,
  "homo_ev": -8.67,
  "species": ["N", "C", "C", "C", "C", "H", "H", "H", "H", "H", "H", "H", "H", "H", "O", "H", "H", "O", "H", "H", "O"],
  "coordinates": [[-0.823, 1.143, -1.368], [-0.080, 0.072, -1.059], [-0.656, -1.276, -1.216], [2.078, -0.743, 0.011], [1.198, 0.273, -0.549], [-0.495, 2.019, -0.770], [-1.794, 1.018, -1.608], [-1.611, -1.310, -0.684], [-0.962, -1.480, -2.275], [1.658, -1.009, 1.021], [3.092, -0.471, 0.275], [1.418, 1.334, -0.356], [-1.140, -0.253, 1.739], [-0.123, -2.136, -0.814], [-1.561, 0.618, 1.514], [1.914, -1.665, -0.595], [-0.292, -1.920, 2.565], [-0.311, -1.664, 1.634], [-0.524, 3.277, 0.959], [-0.976, 1.347, 1.294], [-0.009, 2.828, 0.281]],
  "atomic_forces_ev_per_a": [[2.49, -2.07, 0.83], [-3.55, -0.02, -1.67], [-1.47, -1.06, -0.99], [-1.36, 0.01, -1.97], [2.80, 1.36, 2.51], [0.04, 1.87, 1.07], [-0.18, -0.30, 0.01], [0.12, 0.24, 0.22], [0.58, 0.26, 0.61], [-1.59, -0.42, 0.56], [0.15, 0.28, -0.50], [0.15, -0.24, -0.18], [0.72, 0.43, -0.39], [0.33, 0.43, -0.03], [-1.44, 0.05, 0.00], [0.61, 0.29, 0.83], [-0.02, -0.12, -0.08], [1.04, 0.07, -0.02], [-0.07, 0.08, -0.22], [0.69, -0.22, 0.13], [-0.04, -0.94, -0.72]]
}

{
  "formula": "C4H13NO3",
  "method": "ωB97M-V/def2-TZVPD",
  "largest_force_ha_per_bohr": 0.050,
  "e_tot_ha": -440.66753,
  "de_lowest_kj_mol": 125.1,
  "homo_ev": -9.73,
  "smiles": "CCCC(N)=O.O.O",
  "species": ["C", "C", "C", "C", "N", "O", "H", "H", "H", "H", "H", "H", "H", "H", "H", "H", "H", "O", "H", "H", "O"],
  "coordinates": [[0.340, 1.441, 1.437], [0.073, 0.700, 0.118], [0.508, 1.565, -1.083], [1.790, 2.330, -0.971], [2.052, 3.120, -2.091], [2.681, 2.045, -0.200], [-0.162, 0.971, 2.263], [0.387, 2.562, 1.419], [1.393, 1.404, 1.716], [0.743, -0.158, 0.256], [-0.928, 0.439, -0.151], [0.618, 1.072, -2.049], [-0.320, 2.293, -1.237], [1.367, 3.154, -2.823], [3.027, 3.305, -2.250], [-0.549, -4.848, 0.577], [-0.601, -5.738, 1.826], [-1.050, -4.997, 1.389], [-4.432, -3.069, 1.195], [-4.468, -4.630, 1.021], [-4.865, -3.796, 0.775]],
  "atomic_forces_ev_per_a": [[0.94, 1.21, 0.10], [2.36, 0.94, -0.25], [-1.21, 0.96, 0.45], [1.37, -0.87, -1.81], [-0.43, -0.21, 1.43], [-0.07, 0.50, 0.49], [-0.71, 0.37, 0.41], [-1.53, -0.70, -0.10], [0.21, -0.98, -0.34], [-0.55, -0.32, -0.73], [-0.72, -0.49, 0.68], [-0.22, -0.57, 0.14], [0.40, -0.20, -0.04], [0.22, 0.16, -0.20], [-0.08, 0.21, -0.25], [-0.09, -0.03, 0.15], [-0.20, 0.36, -0.21], [0.25, -0.32, 0.06], [0.66, 0.24, 0.54], [0.44, 0.11, 0.30], [-1.05, -0.35, -0.85]]
}

{
  "formula": "C4H13NO3S",
  "method": "ωB97M-V/def2-TZVPD",
  "largest_force_ha_per_bohr": 0.115,
  "e_tot_ha": -838.81850,
  "de_lowest_kj_mol": 223.7,
  "homo_ev": -9.46,
  "smiles": "CNC(=O)CCS.O.O",
  "species": ["C", "C", "S", "C", "N", "C", "O", "H", "H", "H", "H", "H", "H", "H", "H", "H", "H", "H", "O", "H", "H", "O"],
  "coordinates": [[-0.386, 0.342, -1.177], [0.913, 1.129, -1.375], [1.196, 2.470, -0.219], [-0.095, -1.113, -1.017], [0.310, -1.747, 0.225], [1.266, -1.065, 1.101], [-0.242, -1.855, -1.971], [-0.934, 0.750, -0.202], [-1.088, 0.406, -1.935], [1.912, 0.609, -1.510], [0.887, 1.555, -2.326], [1.788, 1.720, 0.808], [0.555, -2.724, 0.036], [2.204, -1.557, 1.213], [1.494, -0.066, 0.648], [0.836, -0.873, 2.121], [-2.146, 0.272, 1.779], [-2.041, 1.790, 2.028], [-1.600, 0.868, 2.272], [-1.602, -1.816, 0.366], [-1.585, -1.503, 1.847], [-2.130, -1.714, 1.180]],
  "atomic_forces_ev_per_a": [[0.44, 0.37, 4.78], [1.37, -0.58, 0.23], [0.69, -0.17, 1.17], [0.74, -2.47, 0.25], [0.98, 0.87, -1.71], [-1.27, 2.00, 0.44], [-0.23, 0.18, 0.14], [1.29, -0.85, -1.88], [-0.95, 0.30, -1.77], [-1.46, -0.28, 0.65], [-0.37, 1.25, -1.55], [-0.66, 0.89, -1.04], [-0.24, 0.59, -0.09], [0.59, -0.74, -0.08], [-0.21, -1.03, 0.67], [0.37, -0.18, -0.86], [-0.70, -0.92, -0.59], [1.59, -2.85, 0.95], [-0.95, 3.86, -0.40], [-0.31, -0.04, 1.29], [3.44, 0.86, 3.50], [-4.16, -1.08, -4.09]]
}

{
  "formula": "C4H13NO5P2S",
  "method": "ωB97M-V/def2-TZVPD",
  "largest_force_ha_per_bohr": 0.064,
  "e_tot_ha": -1672.03834,
  "homo_ev": -9.30,
  "species": ["C", "C", "C", "O", "O", "P", "O", "O", "C", "N", "O", "P", "S", "H", "H", "H", "H", "H", "H", "H", "H", "H", "H", "H", "H", "H"],
  "coordinates": [[2.772, 1.465, 1.281], [2.084, 0.180, 0.614], [2.604, -0.035, -0.853], [1.628, -0.529, -1.775], [0.538, 0.348, -1.882], [-0.871, -0.494, -1.392], [-1.821, -0.630, -2.549], [-1.475, 0.324, -0.072], [-2.836, 0.812, -0.272], [-3.053, 1.877, 0.729], [-0.284, -1.989, -0.858], [-1.360, -2.749, 0.213], [-0.426, -3.079, 1.891], [2.886, 2.213, 0.459], [3.739, 1.144, 1.725], [2.074, 1.885, 2.048], [0.984, 0.353, 0.698], [2.307, -0.695, 1.281], [3.400, -0.824, -0.803], [3.120, 0.890, -1.218], [-3.534, -0.013, 0.035], [-3.043, 1.193, -1.293], [-2.588, 1.560, 1.585], [-2.539, 2.705, 0.416], [-2.523, -1.933, 0.362], [-1.781, -3.981, -0.372]],
  "atomic_forces_ev_per_a": [[-0.87, -0.95, -0.75], [0.26, 0.72, 0.90], [0.43, 0.19, 1.39], [1.64, -0.81, -0.03], [-2.41, -0.68, 1.39], [0.29, -0.07, -1.78], [1.40, 0.38, 2.43], [1.20, -1.46, -2.68], [-1.53, 0.83, 1.90], [0.84, -0.66, -1.07], [-2.65, 1.95, 0.31], [1.72, -0.50, 1.40], [-0.66, 0.17, -0.71], [0.22, -0.34, 0.89], [-0.58, 0.68, -0.29], [0.85, -0.35, -0.48], [0.79, -0.26, -0.53], [-0.29, 0.59, -0.87], [-0.91, 0.45, -0.48], [-0.76, -0.58, 0.01], [0.65, 0.59, -0.74], [0.36, -0.50, 0.68], [-0.38, 0.23, -0.17], [-0.22, -0.19, 0.22], [0.49, -0.34, -0.61], [0.11, 0.90, -0.35]]
}